# 1
106
Properties=species:S:1:pos:R:3 method="wB97M-V/def2-TZVPD" charge=+1 e_homo_ev="-10.00 / -10.15" s2=0.7877 multiplicity=2
Pb -0.28 0.06 0.31
O 1.65 -1.50 4.73
C 2.92 -1.38 4.32
C 3.90 -2.09 5.01
C 5.22 -1.97 4.64
C 5.60 -1.15 3.57
C 4.63 -0.46 2.88
C 3.28 -0.57 3.22
C 2.24 0.08 2.41
O 1.03 0.00 2.67
N 2.71 0.80 1.33
N 1.73 1.22 0.58
C 2.05 2.22 -0.26
C 1.15 3.23 -0.54
C 1.48 4.22 -1.53
C 0.71 5.32 -1.67
C -0.40 5.53 -0.79
C -0.74 4.64 0.17
C -0.01 3.41 0.33
O -0.32 2.56 1.20
H 1.11 -0.92 4.14
H 3.60 -2.70 5.85
H 5.98 -2.52 5.19
H 6.64 -1.06 3.30
H 4.90 0.18 2.05
H 3.08 2.27 -0.60
H 2.35 4.07 -2.15
H 0.94 6.06 -2.42
H -0.97 6.44 -0.89
H -1.56 4.83 0.85
O 1.01 -4.37 -1.33
C 1.77 -3.94 -2.36
C 2.68 -4.84 -2.91
C 3.50 -4.46 -3.94
C 3.44 -3.16 -4.45
C 2.55 -2.27 -3.91
C 1.70 -2.63 -2.86
C 0.77 -1.63 -2.28
O 0.01 -1.96 -1.30
N 0.80 -0.42 -2.80
N -0.05 0.39 -2.09
C -0.71 1.26 -2.75
C -1.75 2.06 -2.11
C -2.45 3.02 -2.83
C -3.50 3.68 -2.20
C -3.78 3.38 -0.88
C -3.01 2.43 -0.23
N -2.04 1.76 -0.84
H 0.46 -3.59 -1.07
H 2.71 -5.84 -2.50
H 4.20 -5.17 -4.36
H 4.09 -2.87 -5.27
H 2.48 -1.26 -4.29
H -0.56 1.33 -3.83
H -2.19 3.24 -3.85
H -4.07 4.43 -2.73
H -4.58 3.88 -0.35
H -3.16 2.20 0.81
N 0.21 -6.01 2.77
C 0.89 -5.24 2.26
C 1.68 -4.23 1.62
C 2.99 -4.46 1.21
C 3.64 -3.44 0.54
C 2.97 -2.25 0.32
N 1.72 -2.03 0.72
C 1.10 -3.00 1.36
H 3.47 -5.41 1.39
H 4.65 -3.57 0.19
H 3.45 -1.43 -0.21
H 0.07 -2.82 1.68
C -4.57 -2.27 3.87
Ge -2.77 -1.68 3.37
C -2.44 0.19 3.82
C -1.50 -2.91 4.17
Ge -2.87 -1.75 0.90
C -4.18 -0.60 0.07
C -4.36 -0.49 -1.31
C -5.41 0.24 -1.83
C -6.31 0.87 -0.97
C -6.14 0.78 0.40
C -5.07 0.07 0.92
C -2.55 -3.39 -0.04
C -2.29 -4.50 0.78
C -2.10 -5.76 0.23
C -2.15 -5.92 -1.14
C -2.39 -4.83 -1.97
C -2.58 -3.57 -1.42
H -4.61 -2.28 4.96
H -4.77 -3.27 3.51
H -5.36 -1.61 3.51
H -2.24 0.27 4.89
H -3.31 0.80 3.60
H -1.57 0.60 3.30
H -1.95 -3.24 5.11
H -0.54 -2.45 4.41
H -1.30 -3.80 3.58
H -3.67 -0.97 -2.00
H -5.54 0.32 -2.90
H -7.14 1.43 -1.38
H -6.83 1.27 1.07
H -4.93 0.03 1.99
H -2.25 -4.40 1.85
H -1.90 -6.60 0.88
H -1.98 -6.89 -1.58
H -2.41 -4.96 -3.04
H -2.74 -2.74 -2.09


# 2
11
Properties=species:S:1:pos:R:3 method="wB97M-V/def2-TZVPD" e_homo_ev=-10.32 smiles="NP(N)(=O)NBr"
N -1.61 -0.15 0.73
N -0.17 -0.27 -1.51
N 1.10 -0.50 0.74
O -0.05 1.89 0.00
P -0.13 0.43 -0.01
Br 3.16 0.43 0.13
H -1.72 0.30 1.58
H -1.95 -1.12 0.58
H -0.37 0.48 -2.12
H 0.43 -0.95 -1.88
H 1.32 -0.54 1.74


# 3
31
Properties=species:S:1:pos:R:3 method="wB97M-V/def2-TZVPD" e_homo_ev="-7.20 / -7.22" s2=3.8587 multiplicity=4
C 1.37 2.36 0.28
C 1.06 1.90 1.61
C -0.35 1.65 1.69
C -0.93 1.99 0.40
C 0.13 2.42 -0.47
Mn 0.47 0.47 0.18
C 2.06 -0.53 0.75
C 2.47 -0.33 -0.69
C 3.77 -0.32 -1.12
N 1.37 -0.05 -1.43
H -0.89 1.32 2.57
H 1.77 1.77 2.42
H -1.99 1.98 0.16
H 0.02 2.79 -1.49
H 2.34 2.69 -0.08
H 2.72 -0.06 1.49
H 1.45 0.13 -2.44
H 1.78 -1.56 1.00
H 4.56 -0.47 -0.38
H 4.00 -0.11 -2.16
F -4.54 -3.01 -0.49
C -3.39 -2.27 -0.34
C -2.94 -1.52 -1.42
C -1.78 -0.74 -1.25
C -1.12 -0.73 -0.02
C -1.59 -1.49 1.05
C -2.75 -2.28 0.90
H -3.47 -1.53 -2.38
H -1.41 -0.13 -2.07
H -1.08 -1.46 2.02
H -3.14 -2.88 1.73